Density functional theory data (the ωB97M-V functional and the def2-TZVPD basis) for an isolated ion of composition C2H8IN2 and charge +1 at a distorted geometry.

The calculation puts the energy above the lowest of the compared OMol25 structures with the same formula, charge and spin at 127.9 kJ/mol. The gap between HOMO and LUMO is 9.68 eV. Its charge is +1.

XYZ file:
```
13
C2H8IN2 (the ωB97M-V functional and the def2-TZVPD basis)
I -1.208 1.559 -1.905
C -0.340 0.553 0.823
N -0.624 -0.872 0.909
H -1.563 -1.106 1.320
H -0.515 -1.136 -0.109
H 1.959 -0.707 -0.936
H 1.203 1.497 -0.427
H -1.282 0.994 0.778
H 0.123 -1.442 1.396
H 0.355 0.730 1.676
N 0.843 -0.492 -1.040
H 0.632 -0.433 -2.017
C 0.416 0.856 -0.471
```

Density functional theory data (the ωB97M-V functional and the def2-TZVPD basis) for a 2-piece molecular cluster, C2H8IN2 overall at a distorted geometry.

The calculation puts the energy above the lowest of the compared OMol25 structures with the same formula, charge and spin at 203.4 kJ/mol. The gap between HOMO and LUMO is 9.93 eV. Its charge is +1.

XYZ file:
```
13
C2H8IN2 (the ωB97M-V functional and the def2-TZVPD basis)
H 0.463 -1.164 1.238
H 0.388 -1.909 -0.551
C 0.319 -1.019 0.149
H -1.703 -0.578 -0.738
N 0.571 1.395 0.162
H -0.752 0.628 0.131
H 1.163 0.219 -1.710
H 0.968 1.810 1.078
N -1.078 -0.493 0.098
H -1.741 -0.860 0.762
H 0.502 2.224 -0.492
C 1.273 0.186 -0.247
I 3.350 -0.016 0.087
```

Density functional theory data (the ωB97M-V functional and the def2-TZVPD basis) for a 2-piece molecular cluster, C2H8N2 overall at a distorted geometry.

The calculation puts the energy above the lowest of the compared OMol25 structures with the same formula, charge and spin at 233.1 kJ/mol. The gap between HOMO and LUMO is 9.81 eV.

XYZ file:
```
12
C2H8N2 (the ωB97M-V functional and the def2-TZVPD basis)
H -2.641 2.453 0.221
H -2.167 -0.087 -0.176
H 6.185 -1.565 1.679
H -3.663 -0.546 -0.942
N -3.296 0.175 -1.720
H 6.802 -1.928 3.417
H 7.237 -2.931 1.881
C 6.483 -2.390 2.420
N -2.338 2.005 -0.635
C -2.456 0.674 -0.866
H 5.571 -3.042 2.429
H -2.046 2.688 -1.345
```

Density functional theory data (the ωB97M-V functional and the def2-TZVPD basis) for a 2-piece molecular cluster, C2H8N2 overall at a distorted geometry.

The calculation puts the energy above the lowest of the compared OMol25 structures with the same formula, charge and spin at 11.9 kJ/mol. The gap between HOMO and LUMO is 10.31 eV.

XYZ file:
```
12
C2H8N2 (the ωB97M-V functional and the def2-TZVPD basis)
H 3.001 0.261 -1.389
H 2.741 1.013 -3.328
N 1.099 -0.584 -1.174
H -2.609 0.998 2.706
H -3.139 -0.441 1.714
H 1.300 -0.633 -0.195
H -2.547 -0.649 3.373
H -1.441 -0.261 2.153
C 2.044 0.104 -1.887
H 0.159 -0.342 -1.386
C -2.466 -0.048 2.463
N 1.858 0.583 -3.049
```

Density functional theory data (the ωB97M-V functional and the def2-TZVPD basis) for C2H8N2O in the gas phase at a distorted geometry.

The calculation puts the energy above the lowest of the compared OMol25 structures with the same formula, charge and spin at 287.1 kJ/mol. The gap between HOMO and LUMO is 9.15 eV.

XYZ file:
```
13
C2H8N2O (the ωB97M-V functional and the def2-TZVPD basis)
H 1.226 1.845 -0.187
C 0.463 -0.161 -0.320
H 0.227 -0.123 -1.398
H -2.431 -1.021 0.072
H 1.739 0.767 1.138
H -2.105 0.084 -1.116
N -0.800 0.106 0.408
O 0.778 -1.444 0.140
C 1.538 0.836 0.071
H 2.457 0.581 -0.451
N -2.105 -0.070 -0.112
H -0.253 -1.684 0.351
H -0.734 0.285 1.404
```

Density functional theory data (the ωB97M-V functional and the def2-TZVPD basis) for a 2-piece molecular cluster, C2H8N2O overall at a distorted geometry.

The calculation puts the energy above the lowest of the compared OMol25 structures with the same formula, charge and spin at 163.1 kJ/mol. The gap between HOMO and LUMO is 10.48 eV.

XYZ file:
```
13
C2H8N2O (the ωB97M-V functional and the def2-TZVPD basis)
C 0.037 2.087 1.600
N 0.407 -0.251 -1.523
H -0.606 -1.968 -2.355
H -0.124 0.805 0.047
H 0.152 1.767 2.621
O -0.450 0.982 0.896
C -0.063 -1.488 -1.497
H 0.254 0.110 -2.475
H -0.725 2.933 1.624
H -0.257 -3.223 -0.379
H 0.260 -1.897 0.578
H 0.983 2.447 1.214
N 0.131 -2.304 -0.350
```

Density functional theory data (the ωB97M-V functional and the def2-TZVPD basis) for a 2-piece molecular cluster, C2H8N2O overall at a distorted geometry.

The calculation puts the energy above the lowest of the compared OMol25 structures with the same formula, charge and spin at 168.4 kJ/mol. The gap between HOMO and LUMO is 10.26 eV.

XYZ file:
```
13
C2H8N2O (the ωB97M-V functional and the def2-TZVPD basis)
O 0.783 -1.512 -0.229
H -0.104 -1.181 -0.464
C 1.886 -0.667 -0.654
N -1.012 0.423 -0.827
N -1.378 0.226 1.421
H 1.739 0.306 -0.193
H -1.205 -0.758 1.451
C -1.371 0.952 0.288
H 2.686 -1.205 -0.167
H 1.831 -0.449 -1.712
H -1.515 2.023 0.447
H -1.391 0.786 2.252
H -0.948 1.055 -1.613
```

Density functional theory data (the ωB97M-V functional and the def2-TZVPD basis) for C2H8N2O as an isolated structure at a distorted geometry.

The calculation puts the energy above the lowest of the compared OMol25 structures with the same formula, charge and spin at 289.0 kJ/mol. The gap between HOMO and LUMO is 9.55 eV.

XYZ file:
```
13
C2H8N2O (the ωB97M-V functional and the def2-TZVPD basis)
H 0.016 2.169 -0.152
O -0.685 -0.137 -0.950
H 1.634 -0.696 0.948
H -1.312 -0.127 1.292
N 0.536 1.413 0.269
C 0.532 0.252 -0.511
H -2.593 -0.351 0.063
N 1.407 -0.722 -0.035
H 1.313 -1.614 -0.498
H -1.451 -1.709 0.429
H 0.751 0.462 -1.836
C -1.590 -0.630 0.368
H 1.443 1.690 0.614
```

Density functional theory data (the ωB97M-V functional and the def2-TZVPD basis) for a 2-piece molecular cluster, C2H8N2O overall.

The calculation puts the energy above the lowest of the compared OMol25 structures with the same formula, charge and spin at 160.1 kJ/mol. The gap between HOMO and LUMO is 9.13 eV.

XYZ file:
```
13
C2H8N2O (the ωB97M-V functional and the def2-TZVPD basis)
H 0.569 0.690 -1.498
N 2.384 0.115 -0.601
O -2.633 -1.814 -0.022
H -1.250 1.197 1.532
C 0.283 0.367 0.583
H 2.987 0.868 -0.312
H -1.558 0.976 -0.083
N -1.084 0.630 0.720
H -2.203 -0.950 0.062
C 0.992 0.413 -0.533
H 0.799 0.224 1.526
H 2.636 -0.269 -1.496
H -1.922 -2.448 0.122
```

Density functional theory data (the ωB97M-V functional and the def2-TZVPD basis) for a 2-piece molecular cluster, C2H8N2O overall.

The calculation puts the energy above the lowest of the compared OMol25 structures with the same formula, charge and spin at 159.7 kJ/mol. The gap between HOMO and LUMO is 10.29 eV.

XYZ file:
```
13
C2H8N2O (the ωB97M-V functional and the def2-TZVPD basis)
O 3.726 1.485 1.624
C 2.301 1.399 1.607
N -0.989 -1.081 -0.856
N -3.208 -1.556 -1.227
H 1.927 1.030 0.651
H -3.115 -2.524 -0.946
H 4.097 0.648 1.335
H -0.280 -0.446 -1.206
H 1.947 2.399 1.823
H -2.177 0.035 -2.125
C -2.083 -0.812 -1.435
H 1.939 0.742 2.399
H -4.085 -1.319 -1.646
```

Density functional theory data (the ωB97M-V functional and the def2-TZVPD basis) for a 2-piece molecular cluster, C2H8N2O overall at a distorted geometry.

The calculation puts the energy above the lowest of the compared OMol25 structures with the same formula, charge and spin at 290.7 kJ/mol. The gap between HOMO and LUMO is 10.04 eV.

XYZ file:
```
13
C2H8N2O (the ωB97M-V functional and the def2-TZVPD basis)
H -2.749 -0.625 -0.259
H 3.497 4.028 1.449
C -2.132 -1.461 -0.827
C 4.072 3.260 2.135
H -2.706 -2.410 -0.650
N -2.198 -1.215 -2.294
H -0.805 -2.556 0.197
H 4.655 2.574 1.534
H -2.069 -0.277 -2.357
H -1.605 -1.787 -2.902
N -0.950 -1.639 -0.133
O 3.958 3.232 3.375
H -0.967 -1.124 0.731
```

Density functional theory data (the ωB97M-V functional and the def2-TZVPD basis) for C2H8N2O as an isolated structure at a distorted geometry.

The calculation puts the energy above the lowest of the compared OMol25 structures with the same formula, charge and spin at 591.1 kJ/mol. The gap between HOMO and LUMO is 9.29 eV.

XYZ file:
```
13
C2H8N2O (the ωB97M-V functional and the def2-TZVPD basis)
H 0.894 -0.355 -2.652
N -0.465 -0.670 -0.626
H -1.362 -0.595 -0.175
H 0.744 -1.583 1.122
C 0.554 -0.569 0.910
N 0.492 0.577 -2.480
H 1.379 -0.013 0.414
O -0.568 0.436 -1.455
H -0.029 0.792 -3.350
C -0.231 0.314 1.841
H -0.024 0.109 2.924
H -0.008 1.480 1.786
H -1.377 0.077 1.740
```

Density functional theory data (the ωB97M-V functional and the def2-TZVPD basis) for a 2-piece molecular cluster, C2H8N2O2 overall at a distorted geometry.

The calculation puts the energy above the lowest of the compared OMol25 structures with the same formula, charge and spin at 147.5 kJ/mol. The gap between HOMO and LUMO is 10.28 eV.

XYZ file:
```
14
C2H8N2O2 (the ωB97M-V functional and the def2-TZVPD basis)
O -1.308 -0.587 1.103
C 1.442 0.549 0.143
H 0.963 -0.908 -1.082
H 0.597 0.600 0.812
H -0.975 0.824 -1.092
H 3.332 -0.013 0.184
C -2.083 -0.436 0.155
H 1.738 1.614 0.180
N 2.500 -0.214 0.691
H -3.085 -0.952 0.127
O 0.947 0.093 -1.098
H 2.723 -0.170 1.629
H -2.414 0.368 -1.673
N -1.950 0.486 -0.820
```

Density functional theory data (the ωB97M-V functional and the def2-TZVPD basis) for a 2-piece molecular cluster, C2H8N2O2 overall at a distorted geometry.

The calculation puts the energy above the lowest of the compared OMol25 structures with the same formula, charge and spin at 109.7 kJ/mol. Its spin multiplicity is 3. The gap between HOMO and LUMO (spin up / spin down) is 6.23 / 7.55 eV.

XYZ file:
```
14
C2H8N2O2 (the ωB97M-V functional and the def2-TZVPD basis)
H -0.862 2.023 -0.083
H 1.164 0.330 0.913
H 0.131 -0.440 -2.949
H 2.728 -0.389 1.001
N -0.999 0.250 -0.420
N 2.234 0.467 0.965
H -2.026 -1.455 -0.105
O 0.059 -0.740 -1.974
H -0.306 -1.497 0.378
H 2.406 0.853 1.888
O -1.404 1.474 0.162
H -1.445 -0.519 1.351
C -1.188 -0.866 0.436
C -0.492 0.509 -1.562
```

Density functional theory data (the ωB97M-V functional and the def2-TZVPD basis) for C2H8N2O2Sn as an isolated structure at a distorted geometry.

The calculation puts the energy above the lowest of the compared OMol25 structures with the same formula, charge and spin at 339.3 kJ/mol. The gap between HOMO and LUMO is 2.11 eV. Its charge is +2.

XYZ file:
```
15
C2H8N2O2Sn (the ωB97M-V functional and the def2-TZVPD basis)
H 13.477 12.456 -13.704
H 18.730 3.129 -3.687
H 17.547 2.552 -4.767
C 18.582 2.890 -4.740
H 17.085 11.105 -13.633
H 19.518 4.389 -5.342
Sn 14.694 5.913 -9.057
H 16.770 12.641 -14.439
N 14.455 12.622 -13.890
O 15.012 10.897 -12.598
N 16.551 11.957 -13.729
H 19.313 2.100 -4.914
H 14.866 13.472 -14.250
C 15.312 11.758 -13.396
O 18.700 3.973 -5.621
```

Density functional theory data (the ωB97M-V functional and the def2-TZVPD basis) for a 2-piece molecular cluster, C2H8N2OSi overall at a distorted geometry.

The calculation puts the energy above the lowest of the compared OMol25 structures with the same formula, charge and spin at 293.9 kJ/mol. The gap between HOMO and LUMO is 8.34 eV.

XYZ file:
```
14
C2H8N2OSi (the ωB97M-V functional and the def2-TZVPD basis)
C -0.542 -1.381 -0.042
C -0.960 -1.483 -1.284
Si 0.723 -0.092 0.521
H -1.238 -1.696 0.653
H 0.188 1.785 -1.564
H -1.799 -2.216 -1.395
H -0.608 -1.039 -2.159
N 0.247 0.360 2.106
H 0.037 2.456 0.031
N -0.422 1.891 -0.774
H 0.426 1.220 2.640
H 2.410 0.300 -0.873
O 2.236 -0.162 -0.054
H -0.697 0.058 2.194
```

Density functional theory data (the ωB97M-V functional and the def2-TZVPD basis) for C2H8N2S as an isolated structure at a distorted geometry.

The calculation puts the energy above the lowest of the compared OMol25 structures with the same formula, charge and spin at 124.7 kJ/mol. The gap between HOMO and LUMO is 7.00 eV.

XYZ file:
```
13
C2H8N2S (the ωB97M-V functional and the def2-TZVPD basis)
N 0.998 -0.647 -2.773
H 0.894 0.248 2.624
H 1.977 -0.819 -2.665
S -0.845 0.956 1.034
N 0.478 -1.095 -0.516
C -0.166 0.496 2.638
H 0.499 -0.123 -3.471
H 1.283 -1.687 -0.350
H 0.031 -0.469 0.422
H -0.728 -0.374 3.016
H -0.237 1.274 3.418
H -0.769 -0.187 -1.846
C 0.179 -0.699 -1.696
```

Density functional theory data (the ωB97M-V functional and the def2-TZVPD basis) for C2H8N2S as an isolated structure at a distorted geometry.

The calculation puts the energy above the lowest of the compared OMol25 structures with the same formula, charge and spin at 50.3 kJ/mol. The gap between HOMO and LUMO is 7.43 eV.

XYZ file:
```
13
C2H8N2S (the ωB97M-V functional and the def2-TZVPD basis)
H 0.827 0.080 -2.804
H 0.775 -1.031 2.578
H -0.608 -1.627 1.608
H -1.321 1.134 -0.914
H 0.573 0.446 0.275
N 1.160 0.185 -0.767
C 0.385 0.322 -1.798
H 2.101 -0.152 -0.863
H -0.895 -0.970 3.253
S -0.493 0.814 1.603
C -0.314 -0.847 2.316
N -0.893 0.739 -1.782
H -1.298 0.907 -2.704
```